No. 1
Here is a 4-piece molecular cluster, C2H10O5 overall in a non-equilibrium geometry from the Open Molecules 2025 dataset. Energies are from wB97M-V/def2-TZVPD.

Summary:
Net charge: 0
Multiplicity: 1
E_HOMO: -10.767 eV
ΔE to the lowest compared entry with this formula, charge and spin: 95.8 kJ/mol
Electronic energy: -458.40542 hartree

Geometry (Å):
O  -0.55775  1.09014  -2.98984
O  0.89965  0.43644  -0.98736
O  -1.91893  1.42897  -0.61473
O  -0.91988  -2.95562  2.86902
O  -0.24152  -0.20193  0.78678
C  2.07786  0.06328  0.92103
C  0.74968  0.01444  0.19791
H  -1.89947  2.36663  -0.32252
H  1.99705  0.96890  1.48300
H  -0.97275  0.71690  -3.71130
H  -1.33597  1.17542  -2.38412
H  -1.52455  0.79137  0.00773
H  0.06874  0.47530  -1.63955
H  3.03755  0.12860  0.25028
H  -0.24635  -2.41921  2.38864
H  -1.39030  -3.36693  2.11063
H  2.17695  -0.71271  1.63439

natural (NBO) atomic charge list, values in e, 8 entries: O -0.9406; O -0.6816; O -1.0129; O -0.9373; O -0.6604; C -0.7184; C 0.8161; H 0.4920


No. 2
Here is a 4-piece molecular cluster, C2H10O5 overall in a non-equilibrium geometry from the Open Molecules 2025 dataset. Energies are from wB97M-V/def2-TZVPD.

Summary:
Net charge: 0
Multiplicity: 1
E_HOMO: -11.129 eV
ΔE to the lowest compared entry with this formula, charge and spin: 211.9 kJ/mol
Electronic energy: -458.36121 hartree

Geometry (Å):
O  -2.34527  2.35528  -1.18305
O  2.15638  -0.91691  1.22885
O  -0.44800  -1.56566  1.98095
O  -1.04391  -0.40827  -0.92957
O  1.13640  -0.81000  -0.91860
C  0.36224  1.26970  0.08739
C  0.23887  0.01786  -0.76069
H  1.20800  1.13627  0.78577
H  -1.94957  1.47145  -1.13597
H  2.42267  -1.84094  1.15515
H  -0.82775  -0.66427  1.98446
H  -0.85172  -1.22937  -0.40419
H  0.41168  -1.19757  1.64207
H  2.04611  -0.72729  0.11824
H  0.63759  2.14694  -0.51021
H  -1.57707  2.82264  -1.53457
H  -0.53870  1.52545  0.66111

natural (NBO) atomic charge list, values in e, 8 entries: O -0.9233; O -1.0237; O -0.9573; O -0.7034; O -0.5868; C -0.7763; C 0.8260; H 0.2833


No. 3
Here is one molecule with the formula C2H10O9Si3 in a non-equilibrium geometry from the Open Molecules 2025 dataset. Energies are from wB97M-V/def2-TZVPD.

Summary:
Net charge: 0
Multiplicity: 1
E_HOMO: -10.107 eV
ΔE to the lowest compared entry with this formula, charge and spin: 123.8 kJ/mol
Electronic energy: -1628.10322 hartree

Geometry (Å):
Si  3.07391  0.32870  -0.36958
Si  1.39614  -1.19423  0.29834
Si  -2.39288  -0.44969  -0.04511
O  2.49940  0.86331  -1.79822
O  4.54038  -0.27095  -0.59114
O  -0.33781  0.81320  -1.30808
O  2.44215  -2.17332  1.09524
O  0.91996  -1.59814  -1.07849
O  0.44812  -0.42010  1.40876
O  -1.71719  -1.71142  -0.78045
O  -3.71770  -0.01041  -0.78358
O  0.86537  1.84619  1.08764
C  -1.02102  0.85999  -0.00667
C  -0.19516  0.89734  1.17250
H  -2.90177  -0.70332  1.34432
H  -0.88218  0.95567  2.00628
H  1.57666  0.84613  -1.89138
H  5.15128  0.14548  -1.15808
H  -0.43507  -0.07762  -1.77521
H  2.14986  -3.05370  1.19400
H  -1.52333  1.90949  -0.09196
H  1.53721  1.84184  1.74919
H  -4.08630  -0.52802  -1.49252
H  -0.70912  -1.74750  -0.80614

natural (NBO) atomic charge list, values in e, 8 entries: Si 1.5930; Si 2.0403; Si 1.9167; O -1.0944; O -1.0816; O -0.7755; O -1.0939; O -1.2706